No. 1
Density functional theory data (the ωB97M-V functional and the def2-TZVPD basis) for a cluster of 10 separate species, C48H94Cl6F16O2 in total at a distorted geometry.

Output
- Frontier orbital gap: 11.00 eV
- LUMO level: 0.24 eV

Last column: Löwdin charge in e.
Positions of all 166 atoms, in Å:
F: -0.66 1.60 1.54  0.059
C: 0.23 2.41 0.92  -0.287
F: 0.50 3.51 1.67  0.092
C: 1.55 1.68 0.59  -0.437
F: 2.34 1.50 1.68  0.110
F: 2.27 2.40 -0.29  0.127
C: 1.30 0.24 0.11  -0.053
O: 0.59 0.23 -1.12  0.026
C: -0.36 -0.79 -1.22  -0.529
F: 0.17 -1.96 -0.83  0.133
F: -1.37 -0.46 -0.39  0.095
C: -0.83 -0.78 -2.66  -0.305
F: 0.14 -1.03 -3.57  0.106
F: -1.91 -1.56 -2.88  0.056
H: -0.22 2.73 -0.03  0.172
H: 0.88 -0.33 0.95  0.134
H: 2.30 -0.16 -0.05  0.134
H: -1.15 0.24 -2.87  0.173
F: -2.84 -5.53 -0.87  0.056
C: -3.29 -6.60 -1.56  -0.283
F: -3.28 -7.70 -0.69  0.028
C: -4.68 -6.43 -2.22  -0.437
F: -5.60 -6.78 -1.30  0.137
F: -4.72 -7.29 -3.28  0.121
C: -4.96 -5.04 -2.78  -0.045
O: -3.98 -4.70 -3.75  0.047
C: -4.38 -3.72 -4.62  -0.564
F: -5.61 -4.06 -5.10  0.135
F: -4.47 -2.53 -4.04  0.148
C: -3.43 -3.67 -5.81  -0.289
F: -3.51 -4.78 -6.58  0.109
F: -3.68 -2.60 -6.61  0.100
H: -2.54 -7.03 -2.23  0.146
H: -5.01 -4.26 -2.01  0.147
H: -5.95 -5.13 -3.23  0.148
H: -2.40 -3.59 -5.46  0.173
Cl: 1.97 -4.37 -0.05  0.531
C: 0.34 -5.07 0.15  -1.493
Cl: 0.22 -5.89 1.70  0.573
Cl: 0.02 -6.27 -1.14  0.563
H: -0.40 -4.30 -0.02  -0.003
Cl: -5.87 0.06 0.86  0.555
C: -4.87 0.76 -0.43  -1.470
Cl: -4.29 -0.55 -1.51  0.573
Cl: -3.57 1.76 0.19  0.617
H: -5.56 1.37 -0.99  0.009
C: -3.14 -1.71 1.89  -0.113
C: -2.20 -2.55 2.81  -0.243
C: -2.91 -3.71 3.56  -0.213
C: -3.26 -4.98 2.77  -0.237
C: -3.78 -6.17 3.57  -0.267
C: -3.64 -7.47 2.79  -0.110
H: -2.46 -0.95 1.51  0.039
H: -3.97 -1.39 2.53  0.049
H: -3.57 -2.31 1.09  0.056
H: -1.40 -3.00 2.20  0.083
H: -1.78 -1.96 3.62  0.076
H: -3.82 -3.23 3.95  0.109
H: -2.23 -4.04 4.34  0.105
H: -3.97 -4.74 1.97  0.111
H: -2.31 -5.28 2.32  0.048
H: -3.14 -6.19 4.46  0.104
H: -4.80 -6.03 3.94  0.107
H: -4.03 -8.34 3.32  0.070
H: -4.19 -7.51 1.85  0.061
H: -2.57 -7.54 2.56  0.063
C: 4.68 0.56 -2.78  -0.098
C: 5.72 -0.42 -2.18  -0.247
C: 5.55 -0.57 -0.68  -0.236
C: 6.35 -1.77 -0.11  -0.234
C: 6.51 -1.99 1.40  -0.259
C: 5.20 -2.32 2.11  -0.108
H: 3.66 0.20 -2.88  0.065
H: 5.04 0.86 -3.77  0.055
H: 4.73 1.51 -2.23  0.062
H: 5.42 -1.36 -2.66  0.109
H: 6.75 -0.26 -2.48  0.110
H: 4.51 -0.78 -0.42  0.091
H: 5.79 0.30 -0.06  0.118
H: 5.91 -2.63 -0.63  0.109
H: 7.34 -1.60 -0.57  0.106
H: 7.30 -2.71 1.56  0.102
H: 6.95 -1.05 1.77  0.104
H: 5.37 -2.78 3.09  0.071
H: 4.49 -1.51 2.21  0.057
H: 4.68 -3.04 1.46  0.059
C: -3.17 2.75 3.61  -0.131
C: -4.68 2.70 3.63  -0.286
C: -5.39 3.94 4.21  -0.234
C: -6.91 3.85 4.26  -0.231
C: -7.50 5.08 4.96  -0.290
C: -9.03 5.14 4.98  -0.109
H: -2.75 2.55 4.60  0.061
H: -2.76 3.66 3.17  0.081
H: -2.78 1.95 2.98  0.029
H: -5.05 2.66 2.60  0.067
H: -5.05 1.78 4.10  0.104
H: -5.06 4.74 3.54  0.114
H: -4.93 4.23 5.16  0.113
H: -7.27 3.91 3.23  0.114
H: -7.28 2.94 4.75  0.116
H: -6.97 5.26 5.89  0.105
H: -7.05 5.93 4.43  0.103
H: -9.38 4.33 5.63  0.069
H: -9.39 6.11 5.31  0.066
H: -9.50 4.83 4.04  0.069
C: -2.62 -0.24 6.17  -0.101
C: -1.35 0.47 6.66  -0.257
C: -0.18 0.54 5.66  -0.215
C: 0.52 -0.79 5.42  -0.223
C: 1.26 -0.83 4.08  -0.260
C: 1.68 -2.23 3.59  -0.095
H: -2.37 -1.22 5.76  0.051
H: -3.16 0.30 5.39  0.051
H: -3.28 -0.24 7.03  0.072
H: -1.67 1.48 6.93  0.099
H: -0.98 -0.08 7.53  0.105
H: 0.54 1.23 6.12  0.109
H: -0.47 1.11 4.77  0.097
H: 1.27 -0.93 6.21  0.114
H: -0.08 -1.70 5.52  0.101
H: 0.71 -0.25 3.34  0.080
H: 2.20 -0.28 4.24  0.108
H: 2.19 -2.08 2.64  0.041
H: 2.40 -2.72 4.24  0.077
H: 0.82 -2.88 3.42  0.050
C: 7.32 5.02 -3.21  -0.120
C: 5.99 4.70 -3.86  -0.261
C: 4.86 4.62 -2.84  -0.223
C: 4.57 5.94 -2.10  -0.235
C: 3.49 5.82 -1.04  -0.261
C: 2.05 5.82 -1.60  -0.105
H: 8.11 5.08 -3.97  0.069
H: 7.64 4.22 -2.54  0.077
H: 7.48 5.95 -2.67  0.067
H: 5.71 5.50 -4.55  0.113
H: 6.06 3.73 -4.35  0.086
H: 5.16 3.96 -2.03  0.108
H: 3.92 4.30 -3.31  0.093
H: 5.45 6.42 -1.67  0.102
H: 4.30 6.74 -2.81  0.117
H: 3.63 4.94 -0.42  0.098
H: 3.45 6.71 -0.40  0.102
H: 1.96 4.98 -2.30  0.047
H: 1.36 5.58 -0.80  0.061
H: 1.82 6.77 -2.08  0.073
C: 6.18 2.54 -7.55  -0.109
C: 5.17 1.55 -6.93  -0.246
C: 4.07 2.22 -6.09  -0.249
C: 2.77 1.45 -6.01  -0.216
C: 1.62 2.22 -5.31  -0.241
C: 1.58 2.11 -3.80  -0.110
H: 6.95 2.99 -6.92  0.062
H: 5.68 3.45 -7.87  0.065
H: 6.70 2.10 -8.41  0.064
H: 4.70 0.94 -7.70  0.102
H: 5.73 0.82 -6.34  0.098
H: 3.91 3.19 -6.58  0.108
H: 4.34 2.63 -5.11  0.079
H: 2.49 1.03 -6.98  0.108
H: 2.97 0.56 -5.39  0.104
H: 1.72 3.25 -5.65  0.102
H: 0.69 1.82 -5.72  0.102
H: 1.22 1.10 -3.58  0.045
H: 2.51 2.19 -3.24  0.047
H: 0.91 2.88 -3.41  0.071

No. 2
Density functional theory data (the ωB97M-V functional and the def2-TZVPD basis) for a structure of composition C48H94CuF12NO23 at a distorted geometry.

Output
- Multiplicity: 2
- Charge: +1
- Frontier orbital gap (alpha / beta): 8.78 / 5.53 eV
- <S²>: 0.754
- LUMO level (alpha / beta): -2.03 / -5.28 eV

Last column: Mulliken spin population.
Positions of all 179 atoms, in Å:
Cu: -3.32 0.49 0.44  0.671
C: -0.11 -0.09 -0.45  -0.021
O: -0.27 0.93 -1.44  -0.021
O: -1.30 -0.23 0.24  0.299
C: 0.69 -1.45 -0.79  0.005
F: 1.99 -1.30 -0.96  0.001
F: 0.52 -2.50 0.11  0.002
F: 0.16 -1.84 -2.01  -0.001
C: 0.90 1.34 -2.23  0.002
C: 0.49 2.39 -3.24  -0.001
H: -0.16 1.88 -3.96  0.000
H: -0.14 3.13 -2.73  0.000
H: 1.30 2.91 -3.75  0.000
H: 1.14 0.52 -2.91  0.000
H: 1.67 1.78 -1.59  0.000
H: 0.60 0.43 0.18  0.007
C: 4.97 -1.44 -0.28  0.000
C: 5.28 -2.32 -1.50  0.000
N: 5.46 -3.03 -2.40  0.000
H: 4.78 -0.38 -0.43  0.000
H: 5.88 -1.33 0.30  0.000
H: 4.19 -2.00 0.23  0.000
C: -1.80 -8.93 3.03  0.000
O: -0.76 -8.49 2.11  0.000
C: -0.44 -7.08 2.25  0.000
C: 0.53 -6.47 1.21  0.000
O: 0.22 -6.71 -0.14  0.000
C: 0.62 -5.81 -1.16  0.000
C: 2.15 -5.36 -1.27  0.000
O: 2.93 -6.32 -1.98  0.000
C: 4.33 -6.29 -1.79  0.000
H: -2.63 -8.24 2.97  0.000
H: -1.50 -9.07 4.07  0.000
H: -2.23 -9.83 2.60  0.000
H: -0.05 -7.02 3.26  0.000
H: -1.38 -6.55 2.37  0.000
H: 1.57 -6.57 1.50  0.000
H: 0.43 -5.38 1.29  0.000
H: 0.03 -4.90 -1.02  0.000
H: 0.27 -6.15 -2.13  0.000
H: 2.55 -5.25 -0.26  0.000
H: 2.21 -4.43 -1.83  0.000
H: 4.57 -6.16 -0.74  0.000
H: 4.81 -5.40 -2.21  0.000
H: 4.79 -7.16 -2.25  0.000
C: -6.27 -0.03 2.34  0.002
O: -5.54 0.20 1.13  0.014
C: -6.20 -0.36 -0.04  0.001
C: -5.56 0.15 -1.33  -0.007
O: -4.22 -0.28 -1.41  0.028
C: -3.47 0.07 -2.55  -0.020
C: -3.19 1.62 -2.65  0.004
O: -3.01 2.06 -1.30  0.022
C: -2.84 3.50 -1.33  0.000
H: -6.84 0.85 2.64  0.000
H: -5.61 -0.01 3.21  0.000
H: -6.83 -0.96 2.37  0.001
H: -7.27 -0.25 -0.22  0.000
H: -6.10 -1.44 -0.12  0.000
H: -5.61 1.24 -1.43  0.000
H: -6.13 -0.37 -2.09  0.003
H: -4.03 -0.29 -3.41  -0.001
H: -2.51 -0.45 -2.58  -0.003
H: -3.97 2.10 -3.24  0.000
H: -2.25 1.76 -3.19  0.003
H: -2.97 3.94 -0.34  0.000
H: -3.63 3.94 -1.95  0.000
H: -1.92 3.77 -1.84  0.000
C: -3.55 -3.07 -0.24  -0.002
O: -3.35 -2.04 0.72  0.001
C: -2.83 -2.63 1.88  0.000
C: -3.16 -1.66 3.07  0.000
O: -3.06 -0.29 2.70  -0.002
C: -2.83 0.68 3.72  -0.001
C: -3.14 2.03 3.09  0.000
O: -2.61 2.22 1.71  0.016
C: -1.26 2.59 1.78  0.001
H: -2.79 -3.84 -0.39  0.000
H: -3.36 -2.55 -1.18  0.000
H: -4.55 -3.49 -0.20  0.000
H: -1.75 -2.57 1.79  0.000
H: -3.12 -3.65 2.15  0.001
H: -2.48 -1.89 3.89  0.001
H: -4.18 -1.81 3.42  -0.001
H: -1.76 0.73 3.91  0.000
H: -3.54 0.46 4.51  0.000
H: -2.70 2.80 3.72  0.000
H: -4.22 2.15 3.10  0.000
H: -0.77 2.69 0.81  -0.006
H: -0.74 1.65 1.98  -0.001
H: -0.99 3.36 2.49  0.001
C: 1.77 4.57 -0.67  0.000
O: 2.01 5.97 -0.67  0.000
C: 0.89 6.61 -1.30  0.000
C: 0.86 8.22 -1.07  0.000
O: 0.63 8.55 0.28  0.000
C: 1.50 8.03 1.30  0.000
C: 1.59 8.79 2.63  0.000
O: 2.60 9.75 2.75  0.000
C: 2.94 10.66 1.68  0.000
H: 0.80 4.35 -0.24  0.000
H: 2.48 4.12 0.03  0.000
H: 1.85 4.16 -1.67  0.000
H: -0.03 6.20 -0.88  0.000
H: 0.92 6.42 -2.37  0.000
H: 0.13 8.76 -1.67  0.000
H: 1.87 8.53 -1.33  0.000
H: 2.50 8.08 0.87  0.000
H: 1.23 6.99 1.50  0.000
H: 1.72 8.09 3.46  0.000
H: 0.57 9.19 2.68  0.000
H: 3.62 11.46 2.00  0.000
H: 1.99 11.03 1.29  0.000
H: 3.53 10.07 0.98  0.000
C: 3.30 1.14 2.00  0.001
O: 3.41 -0.24 2.36  0.000
C: 4.70 -0.72 2.86  0.000
C: 4.89 -0.52 4.38  0.000
O: 5.94 -1.40 4.88  0.000
C: 5.40 -2.56 5.55  0.000
C: 5.23 -2.36 7.06  0.000
O: 6.46 -2.09 7.73  0.000
C: 7.29 -3.19 7.79  0.000
H: 3.60 1.77 2.84  0.000
H: 2.32 1.48 1.66  0.001
H: 4.02 1.16 1.19  0.000
H: 5.51 -0.30 2.26  0.000
H: 4.79 -1.79 2.69  0.000
H: 3.95 -0.65 4.92  0.000
H: 5.29 0.48 4.55  0.000
H: 6.06 -3.37 5.24  0.000
H: 4.45 -2.90 5.15  0.000
H: 4.79 -3.22 7.56  0.000
H: 4.60 -1.54 7.42  0.000
H: 6.78 -4.15 7.89  0.000
H: 8.03 -2.98 8.57  0.000
H: 7.86 -3.37 6.88  0.000
C: -1.06 -2.24 -4.91  0.000
C: -0.96 -1.30 -6.17  0.000
O: -2.26 -1.37 -6.82  0.000
C: -3.20 -0.43 -6.64  0.000
O: -3.15 0.50 -5.88  0.000
C: -4.42 -0.73 -7.43  0.000
F: -5.07 0.39 -7.86  0.000
F: -4.04 -1.44 -8.54  0.000
F: -5.16 -1.58 -6.84  0.000
H: -1.33 -3.26 -5.17  0.000
H: -1.74 -1.88 -4.13  0.000
H: -0.08 -2.12 -4.45  0.000
H: -0.27 -1.66 -6.92  0.000
H: -0.71 -0.27 -5.91  0.000
C: 0.96 -1.43 3.29  -0.001
C: 1.57 -2.78 3.40  0.001
O: 1.54 -3.09 4.79  0.000
C: 0.82 -4.21 5.33  0.000
O: 0.19 -4.95 4.58  0.000
C: 0.80 -4.20 6.84  0.000
F: -0.31 -3.62 7.26  0.000
F: 0.78 -5.48 7.27  0.000
F: 1.86 -3.64 7.33  0.000
H: -0.06 -1.54 3.66  0.000
H: 1.00 -1.25 2.21  0.001
H: 1.58 -0.75 3.88  0.000
H: 2.59 -2.80 3.01  0.000
H: 0.96 -3.46 2.82  0.000
C: -0.67 4.58 -5.86  0.000
C: -0.60 4.30 -7.37  0.000
O: -1.90 3.74 -7.83  0.000
C: -2.13 3.66 -9.19  0.000
O: -1.24 3.76 -10.02  0.000
C: -3.60 3.50 -9.54  0.000
F: -4.10 4.47 -10.38  0.000
F: -3.85 2.37 -10.18  0.000
F: -4.46 3.39 -8.46  0.000
H: -1.41 5.37 -5.70  0.000
H: 0.33 4.85 -5.52  0.000
H: -1.09 3.69 -5.39  0.000
H: 0.21 3.58 -7.48  0.000
H: -0.18 5.17 -7.88  0.000

Number 1: DFT total energy -6394.73657 hartree. Number 2: DFT total energy -6508.73042 hartree.